Record 1
153
Properties=species:S:1:pos:R:3 method="wB97M-V/def2-TZVPD" total_energy_ev=-129315.60274 e_lumo_ha=-0.00942 homo_energy_ha=-0.3607 gap_ev=9.56 de_lowest_kj_mol=312.4
C 4.61454 4.70240 -0.33177
C 3.34872 5.16890 0.42659
C 2.05373 5.08788 -0.42577
O 1.28664 4.07595 0.12181
C 1.86316 3.60212 1.26513
O 1.49093 2.71386 2.01963
O 3.11513 4.17435 1.38375
H 5.38510 4.53195 0.42008
H 4.85796 5.38076 -1.14951
H 4.45694 3.74547 -0.82929
H 3.57878 6.06675 1.00020
H 2.26444 4.73125 -1.43399
H 1.59563 6.07477 -0.36022
C 8.42682 10.84945 2.49886
C 7.01411 10.47880 2.92291
C 6.43516 9.53278 1.94208
O 6.35810 8.34826 2.60549
C 6.70955 8.57045 3.93530
O 6.69251 7.70161 4.78757
O 7.09130 9.82604 4.11683
H 9.07854 10.02347 2.21407
H 8.91202 11.44967 3.26854
H 8.40233 11.40998 1.56435
H 6.49427 11.43631 2.95513
H 6.96469 9.40914 0.99741
H 5.40911 9.82894 1.72388
C 5.64613 15.69651 0.66016
C 5.23068 17.00022 0.00776
C 5.36937 17.18530 -1.47620
O 4.18810 17.88595 -1.79357
C 3.26590 17.86836 -0.85235
O 2.09851 18.18986 -1.09581
O 3.81286 17.30285 0.21066
H 6.71382 15.54881 0.49789
H 5.09722 14.87768 0.19508
H 5.54680 15.70861 1.74556
H 5.86541 17.70614 0.54339
H 5.50671 16.27628 -2.06178
H 6.25278 17.78846 -1.68571
C 14.24207 1.58176 -7.52716
C 12.85274 2.08760 -7.39636
C 11.90560 1.18172 -6.63665
O 11.37583 2.13295 -5.75335
C 11.90988 3.38814 -5.79918
O 11.70595 4.36073 -5.08604
O 12.90032 3.32574 -6.66864
H 14.75329 2.12160 -8.32424
H 14.25897 0.53110 -7.81693
H 14.89293 1.55660 -6.65318
H 12.39812 2.17592 -8.38309
H 12.49296 0.46773 -6.05931
H 11.13382 0.84365 -7.32815
C 9.39518 9.92120 -5.31121
C 8.06630 10.52453 -4.74215
C 7.69934 9.95305 -3.31497
O 7.61034 11.21576 -2.57496
C 7.97146 12.28762 -3.31682
O 8.23266 13.38411 -2.84133
O 8.34708 11.88412 -4.54936
H 10.33892 10.12782 -4.80647
H 9.45823 10.36682 -6.30396
H 9.43505 8.83839 -5.42963
H 7.22459 10.35357 -5.41326
H 8.44299 9.27032 -2.90391
H 6.75740 9.40999 -3.39181
C 13.41810 18.44198 -3.44390
C 11.95860 18.11817 -3.01418
C 11.68600 16.69603 -2.62855
O 11.10480 16.68428 -1.39041
C 10.98301 18.01866 -1.01342
O 10.38079 18.39698 0.00395
O 11.67164 18.80818 -1.80511
H 13.60713 17.89516 -4.36768
H 14.12293 18.08577 -2.69261
H 13.63428 19.49628 -3.61656
H 11.27575 18.57672 -3.72940
H 12.61388 16.13500 -2.51720
H 11.00832 16.14984 -3.28470
C 17.54962 15.19287 -3.80115
C 17.03536 14.45993 -5.05919
C 17.50080 13.00140 -5.20108
O 16.23394 12.29134 -5.24267
C 15.20455 13.17102 -5.06711
O 14.04479 12.77512 -4.99159
O 15.65036 14.41517 -4.86887
H 18.63529 15.28830 -3.81977
H 17.13405 14.68662 -2.92989
H 17.11880 16.18799 -3.91169
H 17.34400 15.14146 -5.85185
H 18.11832 12.69073 -4.35832
H 18.02361 12.94063 -6.15557
C 13.46614 9.70216 -1.33289
C 12.99025 8.55262 -0.31772
C 13.61881 7.23794 -0.71788
O 14.59560 7.11074 0.33520
C 14.50332 8.00515 1.24609
O 15.16439 7.94853 2.29048
O 13.60898 8.93963 0.90106
H 12.80126 9.73384 -2.19603
H 14.50369 9.61345 -1.65496
H 13.35242 10.65864 -0.82267
H 11.90334 8.48514 -0.27126
H 14.02494 7.21239 -1.72906
H 12.87951 6.43904 -0.66037
C 1.55974 13.70736 -3.94542
C 1.87633 12.78759 -2.67553
C 0.60135 12.01897 -2.16222
O 1.04781 10.68233 -2.35200
C 2.28502 10.61830 -2.59451
O 2.99610 9.60540 -2.50307
O 2.69349 11.75018 -3.19538
H 2.47425 13.84396 -4.52259
H 1.03712 14.63415 -3.70870
H 0.97455 13.13255 -4.66322
H 2.46532 13.30427 -1.91774
H -0.17640 12.33895 -2.85563
H 0.29670 12.16353 -1.12569
C 7.50606 13.08544 -9.37775
C 6.03085 13.67116 -9.62066
C 5.31154 13.86626 -8.30570
O 4.84323 15.18028 -8.32495
C 5.27458 15.75209 -9.50608
O 5.04029 16.92785 -9.82025
O 6.13755 14.91196 -10.11803
H 7.48696 12.16466 -8.79475
H 8.22185 13.74752 -8.89053
H 8.00802 12.88055 -10.32335
H 5.44248 13.08985 -10.33058
H 5.95332 13.65864 -7.44950
H 4.50115 13.13826 -8.34304
C 7.56379 6.27013 -10.84844
C 8.91683 7.06472 -10.76303
C 9.94273 6.66869 -9.74306
O 10.97931 6.15524 -10.51790
C 10.73024 6.26852 -11.81168
O 11.51305 5.83380 -12.69542
O 9.58918 6.93791 -11.97560
H 6.67598 6.87831 -11.02167
H 7.35889 5.63110 -9.98952
H 7.56948 5.64371 -11.74043
H 8.73015 8.11346 -10.53195
H 9.61109 5.95060 -8.99308
H 10.28590 7.53715 -9.18080
C 6.57081 4.10945 -5.24321
S 6.16913 5.93560 -5.32624
O 6.62398 6.61109 -6.61601
C 4.35463 5.75162 -5.48980
H 7.29280 3.94658 -4.44301
H 6.93735 3.63529 -6.15365
H 5.66588 3.51825 -5.10291
H 4.05071 6.79804 -5.51711
H 3.80593 5.35246 -4.63675
H 4.08226 5.25364 -6.42036

Record 2
146
Properties=species:S:1:pos:R:3 method="wB97M-V/def2-TZVPD" total_energy_ev=-97477.92571 e_lumo_ha=-0.09084 homo_energy_ha=-0.3428 gap_ev=6.86 charge=+1
C -21.75676 -15.88982 -4.37744
C -21.51523 -16.41374 -2.96266
C -22.69397 -16.16705 -2.00620
N -22.57403 -16.90126 -0.67051
C -21.49885 -16.24769 0.15283
C -21.72632 -14.75426 0.48332
C -23.06588 -14.68189 1.21670
C -24.22462 -15.28711 0.39076
C -23.89026 -16.74963 0.11208
C -22.28057 -18.35488 -0.83949
H -22.48980 -16.56117 -4.83177
H -20.83022 -16.00712 -4.94151
H -22.02657 -14.83681 -4.42702
H -20.66290 -15.87328 -2.54204
H -21.36063 -17.49320 -2.94453
H -23.58657 -16.42575 -2.58522
H -22.81708 -15.10947 -1.79303
H -20.55562 -16.41300 -0.36877
H -21.47436 -16.78360 1.10402
H -21.87672 -14.08824 -0.36792
H -20.80315 -14.45832 0.97893
H -23.32019 -13.62681 1.31836
H -22.95267 -15.09447 2.22147
H -24.50431 -14.74915 -0.51889
H -25.12598 -15.17871 0.99800
H -24.64647 -17.41462 -0.30063
H -23.67910 -17.10892 1.12427
H -21.29621 -18.53312 -1.26928
H -22.99922 -18.68866 -1.58867
H -22.42451 -18.80885 0.13763
C -27.65981 -16.21324 2.04418
O -27.80750 -16.48929 3.23671
N -27.75212 -17.09702 1.03328
N -27.52224 -14.93553 1.60178
H -27.80945 -16.67814 0.11120
H -27.67192 -18.09053 1.13475
H -27.36846 -14.68098 0.64668
H -27.55946 -14.15121 2.22871
C -21.21138 -19.78076 -4.66734
O -21.47433 -20.21204 -3.53493
N -22.09232 -19.83907 -5.70508
N -20.06774 -19.14588 -4.98253
H -21.85758 -19.48655 -6.61291
H -22.95244 -20.32735 -5.55421
H -19.33392 -19.03884 -4.30599
H -19.97817 -18.62109 -5.84444
C -16.70780 -14.42369 0.32147
O -16.47572 -13.62807 -0.58844
N -16.06814 -15.60816 0.49404
N -17.57597 -14.07186 1.31893
H -15.45516 -15.91388 -0.24002
H -16.53638 -16.23020 1.12553
H -17.81535 -14.80291 1.96696
H -18.22139 -13.33132 1.11573
C -22.09012 -12.47119 4.33759
O -22.27245 -12.33335 3.12464
N -21.11739 -13.25842 4.87784
N -22.92861 -11.95516 5.27280
H -20.44249 -13.55182 4.19249
H -21.01809 -13.39190 5.86222
H -22.82239 -12.20866 6.23496
H -23.67332 -11.33711 5.00648
C -24.49917 -10.18379 1.12436
O -25.01604 -9.32408 0.43858
N -25.07648 -10.64551 2.30243
N -23.30935 -10.82559 0.92602
H -25.90919 -10.13366 2.53974
H -24.59485 -11.34538 2.83328
H -22.76787 -11.23118 1.67671
H -22.71597 -10.49836 0.17789
C -26.13387 -18.67528 -3.33621
C -26.79404 -17.90895 -2.39113
C -27.22268 -16.61593 -2.66632
C -26.69030 -15.95556 -3.78866
C -25.95104 -16.68673 -4.68367
C -25.75038 -18.05784 -4.52940
O -24.99560 -18.77545 -5.39010
O -27.85360 -15.87252 -1.69738
H -25.89461 -19.72437 -3.21873
H -27.17600 -18.33901 -1.47264
H -26.89128 -14.90607 -3.95990
H -25.65192 -16.23080 -5.62209
H -24.47876 -18.30652 -6.04776
H -27.64314 -14.93710 -1.66268
C -19.29050 -15.42104 -8.31352
C -18.37013 -14.38760 -8.47714
C -17.04096 -14.60430 -8.12081
C -16.67755 -15.82508 -7.55543
C -17.60806 -16.78717 -7.26644
C -18.93213 -16.62101 -7.71638
O -19.90526 -17.53228 -7.34197
O -16.06592 -13.71770 -8.44935
H -20.28647 -15.21519 -8.69200
H -18.61578 -13.45759 -8.97230
H -15.65446 -15.99602 -7.24595
H -17.33039 -17.75070 -6.85881
H -20.76011 -17.18892 -7.62372
H -16.32054 -13.12050 -9.15696
C -23.20078 -16.18697 5.33452
C -22.03844 -16.80942 4.89842
C -22.09951 -17.87119 4.04455
C -23.34352 -18.41994 3.68378
C -24.49229 -17.75407 4.05092
C -24.41488 -16.60704 4.85005
O -25.52197 -15.83745 4.99492
O -20.99016 -18.54143 3.57213
H -23.03044 -15.34662 5.99379
H -21.07876 -16.60662 5.36188
H -23.46372 -19.28414 3.04237
H -25.41089 -18.15572 3.64172
H -26.28013 -16.26378 4.56632
H -20.17292 -18.04338 3.51005
C -24.50838 -22.27798 -4.09022
C -25.47080 -23.11799 -4.65063
C -25.78998 -24.30741 -4.01474
C -25.32393 -24.63969 -2.74871
C -24.54966 -23.65839 -2.09957
C -24.11085 -22.54216 -2.77712
O -23.57594 -21.51533 -2.03466
O -26.52245 -25.27785 -4.65934
H -24.18476 -21.37173 -4.56650
H -25.98119 -22.89164 -5.57977
H -25.57073 -25.54598 -2.21938
H -24.30369 -23.80896 -1.05740
H -22.90965 -20.98916 -2.51968
H -26.85227 -24.90966 -5.48636
C -15.82687 -19.05072 -3.61452
C -16.91838 -19.62389 -2.96131
C -17.84133 -18.75073 -2.37183
C -17.68477 -17.38947 -2.40539
C -16.60800 -16.87917 -3.11812
C -15.69259 -17.68126 -3.75736
O -14.74540 -17.12685 -4.57602
O -19.01996 -19.22240 -1.81941
H -15.20124 -19.78778 -4.10772
H -17.10700 -20.68694 -2.99842
H -18.47494 -16.74880 -2.03961
H -16.59721 -15.81300 -3.31827
H -14.09903 -17.80901 -4.78911
H -19.04482 -20.15665 -1.59676
C -20.09063 -20.93444 1.61497
C -21.47535 -21.31075 1.23984
N -22.56998 -21.54696 0.98692
H -20.04472 -19.85110 1.60735
H -19.36047 -21.38686 0.94564
H -19.92382 -21.42120 2.57470